(1)
C46H52F6MgN4O6PS2Te | the ωB97M-V functional and the def2-TZVPD basis

Geometry as XYZ:
```
119
Properties=species:S:1:pos:R:3
Mg 0.136 1.108 0.679
C 1.719 -0.562 5.191
P 1.167 0.055 3.519
C 1.750 -1.387 2.558
C 1.286 -2.628 3.007
C 1.545 -3.781 2.289
C 2.226 -3.715 1.083
C 2.672 -2.488 0.622
C 2.448 -1.339 1.362
C 2.263 1.524 3.413
C 2.072 2.405 4.488
C 2.691 3.642 4.536
C 3.494 4.049 3.476
C 3.664 3.209 2.391
C 3.054 1.962 2.363
H 0.875 -0.858 5.811
H 2.279 0.206 5.721
H 2.373 -1.418 5.048
H 0.688 -2.693 3.912
H 1.185 -4.729 2.675
H 2.408 -4.616 0.503
H 3.202 -2.412 -0.317
H 2.836 -0.417 0.966
H 1.416 2.117 5.305
H 2.540 4.293 5.392
H 3.969 5.020 3.509
H 4.273 3.519 1.557
H 3.235 1.338 1.498
C 2.740 -4.002 -7.123
C 1.952 -3.483 -5.952
C 2.027 -4.077 -4.703
C 1.337 -3.552 -3.611
C 1.443 -4.272 -2.300
C 0.548 -2.411 -3.751
Te -0.001 -1.216 -1.935
N -0.714 -0.512 0.201
C -1.070 -1.677 0.633
O -1.008 -2.710 -0.106
C -1.617 -1.935 2.019
C -1.801 -0.931 2.954
C -2.284 -1.238 4.223
C -2.600 -2.551 4.551
C -2.438 -3.554 3.603
C -1.957 -3.241 2.346
C -2.078 -1.217 -2.471
C -2.742 -2.350 -2.949
C -2.110 -3.703 -2.937
C -4.037 -2.223 -3.453
C -4.691 -1.002 -3.474
C -6.058 -0.845 -4.086
C -4.045 0.098 -2.930
C -2.755 0.006 -2.436
C -2.123 1.250 -1.886
C 0.427 -1.845 -5.025
C -0.449 -0.659 -5.301
C 1.121 -2.389 -6.098
H 3.289 -4.913 -6.869
H 3.462 -3.254 -7.462
H 2.094 -4.241 -7.968
H 2.657 -4.950 -4.563
H 1.009 -5.275 -2.372
H 0.907 -3.778 -1.495
H 2.481 -4.390 -1.983
H -1.563 0.091 2.700
H -2.405 -0.454 4.967
H -2.961 -2.791 5.545
H -2.688 -4.585 3.842
H -1.822 -4.012 1.596
H -1.460 -3.819 -2.075
H -1.518 -3.862 -3.839
H -2.877 -4.480 -2.875
H -4.542 -3.105 -3.842
H -6.443 -1.790 -4.464
H -6.030 -0.141 -4.920
H -6.777 -0.453 -3.361
H -4.555 1.060 -2.908
H -2.481 2.144 -2.400
H -1.046 1.228 -2.001
H -2.345 1.337 -0.826
H -0.926 -0.266 -4.413
H -1.253 -0.918 -5.990
H 0.122 0.148 -5.755
H 1.029 -1.913 -7.076
F 1.085 1.445 -3.467
C 1.287 2.507 -2.711
F 0.136 3.157 -2.610
F 2.149 3.323 -3.297
S 1.857 2.151 -0.939
O 1.720 0.731 -0.658
O 0.882 2.912 -0.172
N 3.273 2.743 -0.781
S 4.283 2.129 -1.868
O 3.565 1.210 -2.709
O 5.135 3.116 -2.432
C 5.405 1.054 -0.808
F 6.500 0.703 -1.462
F 4.763 -0.064 -0.451
F 5.767 1.691 0.304
C -3.563 1.996 2.534
N -2.697 3.084 2.952
C -3.306 4.045 3.856
C -2.233 4.804 4.601
C -1.291 5.405 3.584
N -0.772 4.354 2.723
C 0.397 4.692 1.928
C -1.440 3.214 2.475
O -0.922 2.288 1.801
H -4.508 2.415 2.174
H -3.775 1.314 3.365
H -3.120 1.429 1.725
H -3.942 3.487 4.549
H -3.952 4.738 3.311
H -1.684 4.120 5.253
H -2.673 5.588 5.214
H -0.442 5.872 4.074
H -1.806 6.174 3.000
H 0.708 5.701 2.193
H 0.151 4.675 0.877
H 1.226 4.016 2.117
```

- Molecular weight: 1117.94 g mol⁻¹
- HOMO (spin up / spin down): -6.6 / -7.1 eV
- Lowest unoccupied orbital energy (spin up / spin down): 0.003 / -0.014 hartree
- Spin multiplicity: 2
- Frontier orbital gap (spin up / spin down): 6.680 / 6.742 eV



(2)
C39H78F3N9O6 | the ωB97M-V functional and the def2-TZVPD basis

Geometry as XYZ:
```
135
Properties=species:S:1:pos:R:3
N 4.101 -2.904 -3.182
C 3.554 -1.956 -3.825
N 4.353 -1.020 -4.541
N 2.171 -1.675 -3.911
C 1.479 -1.977 -5.184
C 1.618 -0.927 -6.294
C 0.582 0.213 -6.231
C 0.439 0.852 -4.844
N 0.982 2.257 -4.769
C 0.496 2.990 -3.559
O 1.540 3.271 -2.650
C 2.346 2.128 -2.502
N 3.129 1.975 -3.748
C 2.366 2.263 -4.840
N 2.989 2.553 -5.971
O 2.286 2.992 -7.065
C 4.441 2.525 -6.094
C 5.106 3.765 -5.464
O 5.738 3.357 -4.264
C 7.019 3.882 -3.983
C 7.765 2.854 -3.144
F 6.952 2.189 -2.334
F 8.381 1.957 -3.904
F 8.680 3.448 -2.401
H 3.410 -3.550 -2.801
H 5.270 -1.430 -4.684
H 4.445 -0.162 -4.006
H 1.688 -2.124 -3.141
H 0.420 -2.090 -4.923
H 1.818 -2.949 -5.567
H 1.482 -1.453 -7.247
H 2.640 -0.531 -6.314
H 0.845 0.995 -6.947
H -0.391 -0.166 -6.561
H -0.615 0.934 -4.568
H 0.921 0.233 -4.083
H -0.274 2.375 -3.080
H 0.071 3.950 -3.855
H 3.047 2.308 -1.687
H 1.746 1.230 -2.325
H 3.965 2.561 -3.703
H 2.158 2.216 -7.636
H 4.800 1.626 -5.582
H 4.688 2.428 -7.153
H 5.797 4.243 -6.166
H 4.330 4.507 -5.227
H 6.952 4.814 -3.414
H 7.587 4.027 -4.908
C -0.960 4.183 1.423
C -1.423 2.772 1.855
C -1.532 2.648 3.381
C -0.191 2.595 4.105
C 0.684 1.492 3.519
C 0.875 1.615 2.008
N -0.477 1.716 1.355
O -1.032 0.562 1.242
C 1.792 2.804 1.701
C 1.563 0.367 1.464
C -2.794 2.517 1.240
H -1.755 4.688 0.876
H -0.698 4.810 2.275
H -0.103 4.148 0.756
H -2.085 1.732 3.612
H -2.136 3.481 3.747
H 0.317 3.564 4.051
H -0.362 2.394 5.163
H 1.666 1.490 3.999
H 0.221 0.530 3.743
H 1.868 2.982 0.625
H 2.791 2.565 2.067
H 1.498 3.734 2.179
H 1.028 -0.541 1.731
H 2.570 0.311 1.881
H 1.640 0.408 0.374
H -2.740 2.516 0.149
H -3.462 3.320 1.553
H -3.217 1.570 1.565
C -4.669 -0.355 -2.477
C -3.799 -1.596 -2.787
C -4.658 -2.837 -3.068
C -5.321 -3.423 -1.829
C -4.275 -3.705 -0.756
C -3.431 -2.477 -0.399
N -2.852 -1.900 -1.660
O -1.783 -2.496 -2.045
C -4.284 -1.456 0.367
C -2.304 -2.888 0.536
C -2.983 -1.293 -4.032
H -4.560 0.387 -3.267
H -5.728 -0.601 -2.403
H -4.371 0.133 -1.554
H -4.020 -3.603 -3.522
H -5.407 -2.565 -3.816
H -6.094 -2.750 -1.449
H -5.831 -4.350 -2.096
H -4.753 -4.064 0.158
H -3.610 -4.503 -1.101
H -3.721 -0.535 0.530
H -4.529 -1.875 1.343
H -5.224 -1.213 -0.121
H -1.695 -3.692 0.130
H -2.755 -3.242 1.465
H -1.659 -2.041 0.777
H -2.306 -0.452 -3.860
H -3.666 -1.022 -4.839
H -2.397 -2.150 -4.357
C 0.129 -2.767 8.542
C -0.827 -1.628 8.117
C -2.288 -1.963 8.445
C -2.899 -3.031 7.542
C -2.747 -2.642 6.073
C -1.294 -2.353 5.685
N -0.724 -1.347 6.646
O -1.028 -0.139 6.338
C -0.492 -3.661 5.656
C -1.222 -1.744 4.295
C -0.421 -0.369 8.875
H 0.785 -2.426 9.342
H -0.408 -3.643 8.907
H 0.777 -3.084 7.731
H -2.880 -1.047 8.357
H -2.335 -2.271 9.491
H -2.442 -4.005 7.733
H -3.958 -3.140 7.780
H -3.127 -3.432 5.421
H -3.349 -1.749 5.878
H 0.569 -3.462 5.500
H -0.847 -4.265 4.820
H -0.601 -4.261 6.555
H -1.849 -0.859 4.207
H -1.557 -2.467 3.550
H -0.195 -1.464 4.062
H 0.589 -0.060 8.603
H -0.439 -0.595 9.942
H -1.098 0.460 8.685
```

- Molecular weight: 826.10 g mol⁻¹
- HOMO (spin up / spin down): -9.4 / -10.6 eV
- Lowest unoccupied orbital energy (spin up / spin down): -0.100 / -0.100 hartree
- Total charge: +1
- Spin multiplicity: 4
- Frontier orbital gap (spin up / spin down): 6.693 / 7.891 eV



(3)
C21H46IN3O14S4 | the ωB97M-V functional and the def2-TZVPD basis

Geometry as XYZ:
```
89
Properties=species:S:1:pos:R:3
C 6.740 2.201 2.851
C 5.300 1.953 3.431
O 4.694 0.958 2.592
C 3.661 0.254 3.213
C 2.835 1.116 4.196
N 2.316 1.869 4.851
C 4.097 -1.088 3.930
C 5.631 -1.327 4.039
O 5.794 -2.238 5.153
C 6.250 -2.069 2.801
N 6.425 -1.206 1.616
C 2.630 -0.163 2.077
I 2.078 1.462 0.774
C 1.390 -0.717 2.768
N 0.602 -1.214 3.395
H 7.062 1.344 2.220
H 6.668 3.059 2.143
H 7.452 2.414 3.667
H 5.455 1.560 4.466
H 4.720 2.893 3.518
H 3.683 -1.953 3.362
H 3.612 -1.097 4.927
H 6.231 -0.432 4.293
H 6.451 -2.909 4.929
H 5.601 -2.942 2.539
H 7.262 -2.456 3.063
H 7.223 -1.482 1.053
H 5.576 -1.265 1.061
H 3.027 -0.982 1.446
C -2.146 -6.183 -1.068
C -3.026 -5.596 0.019
O -2.268 -4.816 0.956
S -1.803 -3.347 0.514
C -1.306 -2.778 2.107
O -2.956 -2.607 0.086
O -0.639 -3.461 -0.316
H -1.742 -5.401 -1.713
H -2.717 -6.873 -1.691
H -1.297 -6.714 -0.633
H -3.837 -5.002 -0.406
H -3.483 -6.407 0.586
H -2.179 -2.734 2.754
H -0.882 -1.792 1.984
H -0.559 -3.459 2.506
C -8.993 -7.168 2.871
C -9.039 -7.286 1.359
O -8.827 -6.021 0.716
S -7.332 -5.449 0.643
C -7.644 -4.167 -0.529
O -6.486 -6.435 0.037
O -7.003 -4.846 1.898
H -7.989 -6.916 3.215
H -9.283 -8.111 3.337
H -9.662 -6.379 3.216
H -8.318 -8.023 0.997
H -10.028 -7.626 1.053
H -7.939 -4.618 -1.474
H -6.721 -3.602 -0.652
H -8.429 -3.521 -0.142
C 3.743 7.119 -3.053
C 3.928 6.184 -1.873
O 2.834 6.266 -0.947
S 1.461 5.538 -1.332
C 0.702 5.644 0.258
O 1.731 4.161 -1.628
O 0.734 6.370 -2.241
H 2.908 6.804 -3.678
H 4.641 7.135 -3.672
H 3.527 8.133 -2.711
H 4.072 5.153 -2.203
H 4.822 6.473 -1.319
H 1.277 5.049 0.964
H -0.309 5.249 0.167
H 0.669 6.687 0.562
C 0.411 4.038 -5.024
C -1.003 3.504 -5.139
O -1.944 4.540 -5.460
S -2.004 5.067 -6.971
C -3.514 5.970 -6.825
O -2.208 3.950 -7.845
O -0.935 5.995 -7.182
H 0.783 4.376 -5.992
H 1.086 3.265 -4.654
H 0.446 4.893 -4.348
H -1.062 2.694 -5.869
H -1.312 3.093 -4.177
H -4.322 5.273 -6.618
H -3.686 6.478 -7.772
H -3.411 6.698 -6.023
```

- Molecular weight: 819.78 g mol⁻¹
- HOMO: -9.9 eV
- Lowest unoccupied orbital energy: 0.004 hartree
- SMILES string: CCO[C@](C#N)(C[C@@H](O)CN)[C@H](I)C#N.CCOS(C)(=O)=O.CCOS(C)(=O)=O.CCOS(C)(=O)=O.CCOS(C)(=O)=O
- Frontier orbital gap: 9.973 eV